Record 1
Computed, not measured: a 2-piece molecular cluster, C12H17N overall, with ωB97M-V with the def2-TZVPD basis set.

## Properties
energy above the lowest of the compared OMol25 structures with the same formula, charge and spin = 0.576 eV
highest occupied orbital energy (spin up / spin down) = 0.574 / -2.892 eV
E_LUMO (spin up / spin down) = 3.7 / 3.6 eV
calculated total energy = -14208.458 eV
gap between HOMO and LUMO (spin up / spin down) = 3.1 / 6.5 eV
<S²> = 0.774

The geometry in ORCA input format:
```
! wB97M-V def2-TZVPD RIJCOSX def2/J DEFGRID3
* xyz -1 2
C 1.589 -2.424 1.932
C 1.987 -2.401 0.452
C 0.101 -2.576 2.179
H 2.234 -3.118 2.483
H 1.920 -1.480 2.381
H 1.103 -2.202 -0.150
H 2.284 -3.419 0.168
H -0.376 -1.648 1.862
H -0.271 -3.497 1.739
H 2.828 -1.759 0.201
H -0.156 -2.637 3.245
C -1.489 2.857 1.342
C 0.674 1.458 1.227
C -0.550 1.874 0.736
C 0.394 0.385 -0.743
C -0.765 1.154 -0.464
C 0.485 -0.403 -1.882
C -1.920 1.010 -1.309
C -0.665 -0.518 -2.715
C -1.775 0.320 -2.505
N 1.368 0.720 0.208
H 1.296 1.892 1.988
H 2.027 0.083 0.623
H -2.537 2.619 1.145
H -1.362 3.828 0.853
H 1.426 -0.857 -2.154
H -2.798 1.602 -1.066
H -0.737 -1.210 -3.549
H -2.497 0.220 -3.314
H -1.231 3.025 2.384
*
```

Here are the natural (NBO) charges for atoms 1 to 5, given in e: -0.4065 -0.6311 -0.6252 0.1774 0.1891

Record 2
Computed, not measured: one molecule with the formula C2H2FN3O, with ωB97M-V with the def2-TZVPD basis set.

## Properties
SMILES = Oc1nn[nH]c1F
energy above the lowest of the compared OMol25 structures with the same formula, charge and spin = 1.579 eV
highest occupied orbital energy = -9.450 eV
E_LUMO = 0.7 eV
calculated total energy = -11338.959 eV
gap between HOMO and LUMO = 10.1 eV

The geometry in ORCA input format:
```
! wB97M-V def2-TZVPD RIJCOSX def2/J DEFGRID3
* xyz 0 1
C 0.671 -0.208 -0.196
C -0.581 -0.469 -0.141
H 2.406 -0.755 0.022
H -2.244 0.769 0.522
N 0.891 1.074 0.013
N -0.325 1.719 0.237
N -1.207 0.630 0.166
O 1.627 -1.222 -0.361
F -1.238 -1.538 -0.262
*
```

Here are the natural (NBO) charges for atoms 1 to 5, given in e: 0.2601 0.4493 0.4889 0.4379 -0.2752

Record 3
Computed, not measured: C18H30BrN11OYb as an isolated structure, with ωB97M-V with the def2-TZVPD basis set.

## Properties
highest occupied orbital energy (spin up / spin down) = -16.692 / -16.692 eV
E_LUMO (spin up / spin down) = -7.4 / -8.0 eV
calculated total energy = -139146.178 eV
gap between HOMO and LUMO (spin up / spin down) = 9.3 / 8.7 eV
<S²> = 0.751

The geometry in ORCA input format:
```
! wB97M-V def2-TZVPD RIJCOSX def2/J DEFGRID3
* xyz 3 2
Yb 0.181 0.352 0.370
C 0.169 -5.021 -1.614
N -0.466 -3.703 -1.504
C -1.873 -3.585 -1.895
C 0.187 -2.615 -1.092
N -0.380 -1.445 -0.887
N 1.558 -2.780 -0.933
C 2.472 -1.967 -0.292
N 3.745 -2.358 -0.431
N 2.104 -0.926 0.402
H -0.611 -5.775 -1.624
H 0.798 -5.222 -0.748
H 0.741 -5.114 -2.541
H -2.188 -4.523 -2.339
H -2.000 -2.802 -2.643
H -2.507 -3.388 -1.028
H -1.384 -1.529 -1.026
H 1.942 -3.602 -1.372
H 4.014 -3.154 -0.986
H 4.485 -1.861 0.036
H 2.921 -0.449 0.774
N -3.532 5.801 -1.390
C -3.299 4.508 -1.244
N -4.211 3.615 -1.627
N -2.106 4.175 -0.703
C -1.784 2.963 -0.493
N -1.370 1.896 -0.227
H -4.391 6.158 -1.773
H -2.828 6.453 -1.082
H -5.099 3.883 -2.019
H -4.037 2.632 -1.511
C 2.729 2.870 -3.354
C 1.878 1.795 -3.570
C 1.298 1.183 -2.475
N 1.524 1.585 -1.212
C 2.338 2.632 -1.017
C 2.962 3.297 -2.057
H 3.203 3.372 -4.187
H 1.667 1.439 -4.567
H 0.624 0.341 -2.601
H 2.490 2.949 0.008
H 3.612 4.134 -1.846
C 2.526 1.266 2.943
C 1.274 2.028 3.266
O 0.238 1.676 2.287
H 3.312 1.542 3.646
H 2.904 1.510 1.945
H 2.376 0.188 3.038
H 1.424 3.106 3.214
H 0.895 1.767 4.253
H -0.578 2.146 2.499
Br -0.064 -4.038 4.453
C -1.058 -2.744 3.542
C -2.424 -2.601 3.750
C -3.106 -1.623 3.044
C -2.405 -0.823 2.157
N -1.087 -0.958 1.955
C -0.427 -1.902 2.638
H -2.940 -3.241 4.453
H -4.168 -1.478 3.181
H -2.908 -0.043 1.596
H 0.638 -1.993 2.458
*
```

Here are the natural (NBO) charges for atoms 1 to 5, given in e: 2.0456 -0.4374 -0.3674 -0.4304 0.6843

Record 4
Computed, not measured: one molecule with the formula C5H8, with ωB97M-V with the def2-TZVPD basis set.

## Properties
energy above the lowest of the compared OMol25 structures with the same formula, charge and spin = 3.929 eV
highest occupied orbital energy = -8.244 eV
E_LUMO = 0.0 eV
calculated total energy = -5310.238 eV
gap between HOMO and LUMO = 8.2 eV

The geometry in ORCA input format:
```
! wB97M-V def2-TZVPD RIJCOSX def2/J DEFGRID3
* xyz 0 1
C 0.816 -0.328 -0.737
C 1.580 0.759 0.047
C 0.250 1.196 0.624
C -0.318 -0.168 0.356
C -1.844 -0.267 0.229
H 0.051 -0.916 1.066
H 1.285 -1.317 -0.774
H 0.553 -0.023 -1.749
H 2.113 1.532 -0.516
H 2.263 0.362 0.810
H -2.315 0.284 1.056
H -2.230 0.186 -0.691
H -2.202 -1.300 0.279
*
```

Here are the natural (NBO) charges for atoms 1 to 5, given in e: -0.3991 -0.5747 0.1880 -0.3983 -0.6081

Record 5
Computed, not measured: a 7-piece molecular cluster, C4H24NO7 overall, with ωB97M-V with the def2-TZVPD basis set.

## Properties
energy above the lowest of the compared OMol25 structures with the same formula, charge and spin = 2.351 eV
highest occupied orbital energy = -13.947 eV
E_LUMO = -2.8 eV
calculated total energy = -20351.934 eV
gap between HOMO and LUMO = 11.1 eV

The geometry in ORCA input format:
```
! wB97M-V def2-TZVPD RIJCOSX def2/J DEFGRID3
* xyz 1 1
O -0.897 -1.407 -0.871
C -1.401 -0.697 -2.017
C -1.091 0.821 -1.605
N 0.300 0.881 -0.861
C 1.628 0.681 -1.476
C -1.158 1.519 -2.910
H -0.118 -2.068 -0.895
H -2.548 -0.693 -1.935
H -1.111 -1.077 -2.961
H -1.677 1.400 -0.905
H 0.286 1.633 -0.141
H 0.249 -0.027 -0.245
H 2.537 0.485 -0.922
H 2.029 1.547 -2.074
H 1.649 -0.183 -2.054
H -1.983 1.062 -3.657
H -1.432 2.537 -2.621
H -0.229 1.555 -3.580
H 1.645 2.658 0.745
H 0.387 2.441 1.567
O 0.678 2.786 0.721
H -1.398 -0.954 1.523
H -2.443 -2.150 1.544
O -1.911 -1.590 2.145
H 1.919 -0.831 0.930
H 1.888 0.171 2.092
O 1.681 -0.020 1.207
H -0.139 -1.631 2.483
H 0.347 -1.962 3.840
O 0.686 -1.576 2.993
H 0.748 -3.227 0.518
H 1.911 -3.496 -0.436
O 1.295 -2.799 -0.101
H -0.457 0.840 2.803
H -1.264 1.653 3.911
O -0.605 1.716 3.245
*
```

Here are the natural (NBO) charges for atoms 1 to 5, given in e: -0.8184 -0.0711 -0.0548 -0.6040 -0.4633

Record 6
Computed, not measured: C2H3Cl3S as an isolated structure, with ωB97M-V with the def2-TZVPD basis set.

## Properties
energy above the lowest of the compared OMol25 structures with the same formula, charge and spin = 4.296 eV
highest occupied orbital energy (spin up / spin down) = -8.152 / -8.547 eV
E_LUMO (spin up / spin down) = -0.9 / -0.6 eV
calculated total energy = -50520.887 eV
gap between HOMO and LUMO (spin up / spin down) = 7.2 / 8.0 eV

The geometry in ORCA input format:
```
! wB97M-V def2-TZVPD RIJCOSX def2/J DEFGRID3
* xyz 0 1
C -1.835 0.341 0.327
C 2.259 -0.177 -0.227
S 0.420 -0.168 -0.413
Cl -2.708 0.969 -1.006
Cl 2.965 1.245 -0.933
Cl 0.135 -2.166 0.033
H -1.808 1.077 1.185
H -1.979 -0.680 0.338
H 2.551 -0.441 0.697
*
```

Here are the natural (NBO) charges for atoms 1 to 5, given in e: -0.4402 -0.3668 0.3569 0.0023 0.0164

Record 7
Computed, not measured: one molecule with the formula C7H8O, with ωB97M-V with the def2-TZVPD basis set.

## Properties
SMILES = C[C@H]1Cc2ccoc21
energy above the lowest of the compared OMol25 structures with the same formula, charge and spin = 4.380 eV
highest occupied orbital energy = -7.724 eV
E_LUMO = 1.0 eV
calculated total energy = -9431.862 eV
gap between HOMO and LUMO = 8.7 eV

The geometry in ORCA input format:
```
! wB97M-V def2-TZVPD RIJCOSX def2/J DEFGRID3
* xyz 0 1
C 0.536 0.760 -2.122
C 1.749 0.163 -1.860
C -0.187 0.460 -1.013
C 0.620 -0.460 -0.142
C -1.386 0.281 -0.174
C -0.495 -0.669 0.809
C -0.286 -0.208 2.219
O 1.787 -0.500 -0.727
H 0.365 1.253 -3.023
H 2.561 -0.011 -2.510
H -1.656 1.080 0.504
H -2.215 -0.029 -0.780
H -0.771 -1.667 0.920
H 0.161 0.836 2.418
H 0.483 -1.011 2.586
H -1.268 -0.277 2.894
*
```

Here are the natural (NBO) charges for atoms 1 to 5, given in e: -0.3188 0.0883 -0.1021 0.2230 -0.3899

Record 8
Computed, not measured: C3H4MnO3 as an isolated structure, with ωB97M-V with the def2-TZVPD basis set.

## Properties
energy above the lowest of the compared OMol25 structures with the same formula, charge and spin = 5.893 eV
highest occupied orbital energy (spin up / spin down) = -6.356 / -7.587 eV
E_LUMO (spin up / spin down) = -0.8 / -1.2 eV
calculated total energy = -40631.633 eV
gap between HOMO and LUMO (spin up / spin down) = 5.5 / 6.4 eV
<S²> = 9.096

The geometry in ORCA input format:
```
! wB97M-V def2-TZVPD RIJCOSX def2/J DEFGRID3
* xyz 0 6
H -2.324 -0.005 -1.034
O 2.047 -1.155 1.324
O -0.950 -1.511 -0.997
C -1.280 -0.304 -1.232
C 0.375 1.087 0.503
O 0.644 0.767 1.870
C 1.033 -0.346 1.069
H -0.701 0.221 -2.014
H -0.436 1.827 0.493
H 1.143 1.486 -0.176
Mn 0.450 -2.068 0.195
*
```

Here are the natural (NBO) charges for atoms 1 to 5, given in e: 0.1351 -0.7372 -0.8671 0.0231 -0.2142

- Which value of calculated total energy does entry 8 give?
  -40631.633 eV

- Number 7 is which compound?
  C7H8O

- The highest calculated total energy belongs to which entry?
  C5H8